# C54H120BrN6

A 7-piece molecular cluster, C54H120BrN6 overall in a non-equilibrium geometry (ωB97M-V/def2-TZVPD, the Open Molecules 2025 dataset).

Each line ends with the Löwdin charge.
CARTESIAN COORDINATES (ANGSTROEM)
C (4.970, 3.488, 6.698)  -0.08
C (6.548, 3.181, 6.749)  -0.20
C (6.925, 1.657, 6.952)  -0.18
C (8.500, 1.432, 6.967)  -0.09
N (8.963, -0.028, 6.699)  -0.24
C (8.602, -0.456, 5.331)  -0.11
C (9.551, -1.657, 4.954)  -0.15
C (10.860, -1.210, 5.467)  -0.15
C (10.505, -0.169, 6.613)  -0.05
C (8.452, -1.028, 7.790)  0.05
H (4.434, 3.359, 7.638)  0.07
H (4.410, 2.709, 6.179)  0.06
H (4.705, 4.445, 6.248)  0.07
H (6.944, 3.684, 7.632)  0.10
H (7.113, 3.490, 5.869)  0.10
H (6.403, 1.126, 6.155)  0.10
H (6.570, 1.294, 7.916)  0.11
H (8.865, 1.862, 7.899)  0.14
H (8.802, 2.060, 6.129)  0.12
H (7.521, -0.592, 5.286)  0.13
H (8.795, 0.437, 4.736)  0.14
H (9.242, -2.609, 5.387)  0.11
H (9.653, -1.935, 3.905)  0.12
H (11.497, -2.013, 5.838)  0.12
H (11.492, -0.776, 4.692)  0.12
H (10.969, -0.450, 7.559)  0.13
H (10.878, 0.829, 6.384)  0.13
H (8.942, -2.000, 7.724)  0.11
H (7.376, -1.192, 7.741)  0.11
H (8.675, -0.608, 8.771)  0.11
C (-5.587, 5.433, 3.728)  -0.10
C (-4.043, 5.414, 3.957)  -0.21
C (-3.259, 4.870, 2.696)  -0.18
C (-3.410, 3.319, 2.421)  -0.06
N (-2.642, 2.927, 1.097)  -0.24
C (-2.738, 1.364, 0.887)  -0.06
C (-1.426, 0.901, 0.175)  -0.13
C (-0.471, 2.122, 0.195)  -0.13
C (-1.147, 3.167, 1.170)  -0.11
C (-3.123, 3.649, -0.186)  0.03
H (-6.178, 6.066, 4.391)  0.08
H (-6.008, 4.428, 3.688)  0.06
H (-5.717, 5.975, 2.791)  0.07
H (-3.788, 4.890, 4.878)  0.11
H (-3.732, 6.457, 3.897)  0.11
H (-2.201, 5.095, 2.828)  0.10
H (-3.559, 5.526, 1.879)  0.10
H (-4.460, 3.079, 2.253)  0.13
H (-3.021, 2.767, 3.278)  0.14
H (-3.633, 1.159, 0.299)  0.13
H (-2.790, 1.128, 1.950)  0.12
H (-1.692, 0.619, -0.843)  0.10
H (-1.113, 0.029, 0.750)  0.12
H (-0.290, 2.558, -0.787)  0.10
H (0.499, 1.886, 0.633)  0.12
H (-0.743, 4.160, 0.973)  0.14
H (-0.876, 2.885, 2.187)  0.14
H (-2.697, 3.210, -1.088)  0.10
H (-2.988, 4.730, -0.135)  0.10
H (-4.196, 3.458, -0.194)  0.10
C (0.383, 5.895, -11.021)  -0.12
C (1.578, 6.403, -11.750)  -0.27
C (2.666, 5.392, -11.914)  -0.19
C (3.425, 5.077, -10.569)  -0.10
N (3.896, 3.608, -10.370)  -0.20
C (2.623, 2.705, -10.445)  -0.07
C (2.677, 1.697, -9.247)  -0.11
C (3.925, 2.112, -8.416)  -0.16
C (4.490, 3.393, -8.933)  -0.11
C (4.982, 3.176, -11.422)  0.08
H (-0.431, 6.581, -11.258)  0.09
H (0.551, 5.833, -9.946)  0.07
H (0.015, 4.931, -11.372)  0.08
H (1.973, 7.171, -11.086)  0.12
H (1.240, 6.793, -12.710)  0.13
H (3.355, 5.849, -12.626)  0.12
H (2.361, 4.426, -12.315)  0.10
H (2.738, 5.344, -9.766)  0.11
H (4.167, 5.824, -10.289)  0.14
H (2.543, 2.210, -11.413)  0.13
H (1.747, 3.351, -10.397)  0.11
H (2.732, 0.641, -9.511)  0.12
H (1.770, 1.925, -8.687)  0.11
H (4.622, 1.346, -8.754)  0.11
H (3.864, 2.143, -7.328)  0.13
H (5.572, 3.482, -8.838)  0.14
H (4.158, 4.191, -8.270)  0.13
H (4.525, 3.460, -12.370)  0.10
H (5.118, 2.106, -11.263)  0.11
H (5.965, 3.580, -11.180)  0.11
C (-5.894, 5.322, -7.779)  -0.11
C (-6.375, 4.020, -8.411)  -0.26
C (-6.233, 2.862, -7.368)  -0.17
C (-6.732, 1.547, -8.050)  -0.09
N (-6.182, 0.205, -7.525)  -0.25
C (-6.814, -0.897, -8.319)  -0.13
C (-6.628, -2.128, -7.537)  -0.15
C (-6.753, -1.690, -6.033)  -0.10
C (-6.576, -0.140, -6.066)  -0.07
C (-4.674, 0.206, -7.628)  0.03
H (-6.226, 5.538, -6.764)  0.08
H (-6.331, 6.099, -8.406)  0.08
H (-4.805, 5.301, -7.821)  0.08
H (-5.853, 3.951, -9.365)  0.11
H (-7.427, 4.118, -8.677)  0.12
H (-6.785, 3.130, -6.466)  0.11
H (-5.226, 2.881, -6.951)  0.10
H (-6.551, 1.636, -9.122)  0.13
H (-7.811, 1.427, -7.953)  0.14
H (-6.327, -0.869, -9.294)  0.15
H (-7.887, -0.732, -8.411)  0.15
H (-5.698, -2.666, -7.724)  0.12
H (-7.440, -2.801, -7.812)  0.13
H (-5.941, -2.080, -5.420)  0.11
H (-7.670, -2.140, -5.651)  0.12
H (-5.895, 0.170, -5.274)  0.13
H (-7.470, 0.439, -5.833)  0.13
H (-4.360, 1.014, -6.966)  0.09
H (-4.329, 0.370, -8.649)  0.12
H (-4.223, -0.714, -7.257)  0.11
C (5.837, -2.059, -0.297)  -0.10
C (5.041, -3.235, -0.881)  -0.24
C (5.021, -4.485, 0.051)  -0.18
C (3.950, -5.510, -0.346)  -0.11
N (3.579, -6.511, 0.776)  -0.21
C (2.374, -7.459, 0.360)  -0.09
C (1.151, -6.810, 0.933)  -0.16
C (1.638, -6.455, 2.344)  -0.14
C (3.039, -5.830, 2.095)  -0.06
C (4.807, -7.382, 1.108)  0.03
H (6.865, -2.350, -0.083)  0.08
H (5.277, -1.731, 0.579)  0.07
H (5.862, -1.193, -0.958)  0.07
H (5.398, -3.601, -1.844)  0.11
H (4.038, -2.856, -1.078)  0.10
H (4.821, -4.144, 1.067)  0.11
H (5.970, -5.014, 0.139)  0.11
H (4.202, -6.199, -1.152)  0.13
H (3.044, -5.017, -0.697)  0.13
H (2.576, -8.454, 0.755)  0.13
H (2.408, -7.634, -0.715)  0.13
H (0.406, -7.606, 0.921)  0.13
H (0.781, -5.968, 0.349)  0.12
H (1.762, -7.383, 2.902)  0.12
H (0.920, -5.788, 2.821)  0.13
H (3.726, -5.990, 2.926)  0.13
H (2.749, -4.789, 1.954)  0.13
H (5.012, -7.995, 0.230)  0.11
H (4.649, -8.023, 1.976)  0.11
H (5.620, -6.692, 1.332)  0.09
C (-8.099, -0.802, 8.170)  -0.10
C (-6.855, -0.651, 9.057)  -0.23
C (-5.808, -1.774, 8.923)  -0.19
C (-6.297, -3.129, 9.438)  -0.12
N (-5.331, -4.335, 9.407)  -0.22
C (-4.977, -4.766, 7.933)  -0.03
C (-4.715, -6.306, 8.135)  -0.16
C (-5.524, -6.785, 9.273)  -0.19
C (-6.063, -5.585, 9.941)  -0.11
C (-4.005, -3.972, 10.156)  0.06
H (-7.941, -0.470, 7.144)  0.07
H (-9.091, -0.434, 8.433)  0.08
H (-8.252, -1.869, 8.009)  0.05
H (-7.285, -0.636, 10.058)  0.11
H (-6.426, 0.334, 8.872)  0.11
H (-4.967, -1.363, 9.481)  0.11
H (-5.433, -1.836, 7.901)  0.12
H (-7.204, -3.385, 8.889)  0.12
H (-6.518, -3.029, 10.500)  0.14
H (-4.177, -4.198, 7.460)  0.14
H (-5.963, -4.659, 7.481)  0.13
H (-3.654, -6.489, 8.305)  0.11
H (-4.946, -6.950, 7.286)  0.12
H (-4.915, -7.291, 10.021)  0.13
H (-6.318, -7.424, 8.886)  0.13
H (-6.042, -5.676, 11.027)  0.14
H (-7.127, -5.523, 9.713)  0.14
H (-4.357, -3.649, 11.136)  0.11
H (-3.460, -3.146, 9.700)  0.10
H (-3.358, -4.849, 10.167)  0.11
Br (0.334, -0.809, 5.855)  -0.99

For the energy above the lowest of the compared OMol25 structures with the same formula, charge and spin, the calculation gives 0.0 kJ/mol. Its orbital gap is 5.026 eV. The charge is +5.

# C54H121N7O18

A 9-piece molecular cluster, C54H121N7O18 overall in a non-equilibrium geometry (ωB97M-V/def2-TZVPD, the Open Molecules 2025 dataset).

Each line ends with the Löwdin charge.
CARTESIAN COORDINATES (ANGSTROEM)
C (3.164, -3.757, -7.469)  -0.03
C (2.504, -4.167, -6.182)  -0.57
C (1.023, -3.842, -6.229)  -0.03
C (2.619, -5.639, -6.107)  -0.16
C (2.329, -6.195, -4.735)  -0.18
C (3.134, -5.498, -3.657)  -0.14
C (3.075, -3.974, -3.714)  -0.51
C (1.784, -3.520, -3.010)  -0.02
C (4.259, -3.423, -2.895)  -0.03
N (3.231, -3.506, -5.089)  -0.06
O (2.927, -2.093, -5.154)  -0.03
H (4.201, -4.093, -7.434)  0.09
H (2.656, -4.253, -8.296)  0.09
H (3.136, -2.680, -7.621)  0.08
H (0.652, -4.351, -7.137)  0.09
H (0.463, -4.377, -5.463)  0.06
H (0.778, -2.792, -6.292)  0.08
H (1.970, -6.073, -6.868)  0.13
H (3.644, -5.922, -6.389)  0.13
H (1.250, -6.018, -4.517)  0.11
H (2.333, -7.286, -4.645)  0.12
H (4.173, -5.870, -3.754)  0.13
H (2.827, -5.850, -2.670)  0.12
H (1.649, -3.791, -1.967)  0.08
H (0.900, -3.924, -3.518)  0.06
H (1.693, -2.443, -3.183)  0.07
H (4.460, -3.977, -1.965)  0.08
H (4.130, -2.383, -2.574)  0.08
H (5.206, -3.491, -3.444)  0.09
H (3.678, -1.753, -5.658)  0.10
C (0.074, 3.114, -2.289)  -0.03
C (-0.309, 2.359, -3.563)  -0.53
C (0.404, 3.059, -4.741)  -0.02
C (0.280, 0.986, -3.353)  -0.14
C (-0.285, -0.071, -4.297)  -0.17
C (-1.773, -0.110, -4.135)  -0.16
C (-2.450, 1.245, -4.389)  -0.54
C (-2.414, 1.500, -5.891)  -0.02
C (-3.865, 1.148, -3.875)  -0.03
N (-1.728, 2.264, -3.667)  -0.08
O (-2.382, 3.546, -3.696)  -0.03
H (1.116, 3.423, -2.330)  0.07
H (-0.576, 3.992, -2.156)  0.07
H (-0.069, 2.543, -1.357)  0.07
H (-0.230, 3.860, -5.143)  0.09
H (1.353, 3.542, -4.513)  0.08
H (0.584, 2.342, -5.554)  0.07
H (1.377, 1.007, -3.484)  0.13
H (0.223, 0.637, -2.312)  0.10
H (0.001, 0.188, -5.325)  0.11
H (0.197, -1.032, -4.097)  0.09
H (-2.030, -0.600, -3.188)  0.12
H (-2.239, -0.731, -4.916)  0.11
H (-3.130, 0.894, -6.442)  0.08
H (-1.412, 1.557, -6.292)  0.07
H (-2.801, 2.534, -5.998)  0.10
H (-4.462, 0.581, -4.602)  0.09
H (-4.344, 2.137, -3.967)  0.09
H (-3.948, 0.827, -2.844)  0.08
H (-2.742, 3.728, -2.799)  0.05
C (-2.594, -3.475, -3.760)  -0.09
O (-2.786, -3.772, -2.379)  -0.23
C (-4.155, -3.990, -2.010)  -0.21
C (-4.150, -3.918, -0.499)  -0.17
N (-3.347, -5.069, 0.087)  -0.04
C (-4.079, -6.304, 0.069)  -0.21
C (-3.468, -7.292, 1.066)  -0.24
O (-4.331, -8.377, 1.379)  -0.18
C (-5.181, -8.177, 2.451)  -0.13
H (-2.842, -4.353, -4.369)  0.10
H (-1.538, -3.227, -3.847)  0.07
H (-3.180, -2.587, -4.011)  0.07
H (-4.534, -4.906, -2.490)  0.12
H (-4.749, -3.154, -2.444)  0.13
H (-5.138, -3.880, -0.032)  0.12
H (-3.663, -2.982, -0.221)  0.09
H (-2.622, -5.102, -0.644)  0.10
H (-4.158, -6.771, -0.925)  0.12
H (-5.108, -6.085, 0.389)  0.12
H (-3.185, -6.721, 1.975)  0.01
H (-2.530, -7.714, 0.679)  0.13
H (-5.810, -7.271, 2.348)  0.09
H (-4.636, -8.052, 3.399)  0.09
H (-5.850, -9.029, 2.474)  0.09
C (-3.984, 0.597, 0.842)  -0.13
O (-4.557, 1.769, 0.421)  -0.18
C (-3.661, 2.830, 0.172)  -0.22
C (-4.400, 3.771, -0.707)  -0.22
N (-3.578, 4.761, -1.327)  -0.07
C (-3.958, 6.155, -1.006)  -0.17
C (-2.725, 7.012, -1.115)  -0.23
O (-1.678, 6.414, -0.385)  -0.21
C (-0.988, 7.247, 0.507)  -0.11
H (-3.119, 0.278, 0.234)  0.08
H (-4.777, -0.134, 0.857)  0.09
H (-3.550, 0.709, 1.859)  0.09
H (-2.753, 2.429, -0.306)  0.12
H (-3.385, 3.333, 1.113)  0.13
H (-5.212, 4.271, -0.165)  0.12
H (-4.949, 3.165, -1.440)  0.12
H (-2.589, 4.688, -1.101)  0.09
H (-4.260, 6.178, 0.055)  0.12
H (-4.747, 6.476, -1.681)  0.12
H (-2.944, 8.032, -0.771)  0.12
H (-2.425, 7.110, -2.171)  0.13
H (-0.993, 8.288, 0.163)  0.09
H (0.029, 6.873, 0.633)  0.09
H (-1.443, 7.228, 1.510)  0.09
C (2.198, -0.788, 4.519)  -0.10
O (1.330, -1.217, 5.511)  -0.18
C (0.050, -0.673, 5.420)  -0.23
C (-0.703, -1.104, 4.202)  -0.18
N (-1.339, -2.446, 4.318)  -0.02
C (-0.535, -3.468, 4.953)  -0.22
C (-1.225, -4.784, 4.784)  -0.20
O (-1.076, -5.115, 3.400)  -0.20
C (-1.915, -6.154, 3.000)  -0.14
H (3.159, -1.200, 4.808)  0.10
H (2.216, 0.306, 4.463)  0.09
H (1.926, -1.194, 3.536)  0.06
H (0.114, 0.420, 5.522)  0.12
H (-0.451, -0.993, 6.340)  0.13
H (0.009, -1.148, 3.345)  0.09
H (-1.455, -0.377, 3.890)  0.11
H (-1.585, -2.817, 3.403)  0.06
H (-0.512, -3.252, 6.022)  0.12
H (0.472, -3.568, 4.523)  0.12
H (-2.276, -4.726, 5.073)  0.13
H (-0.666, -5.529, 5.366)  0.13
H (-1.616, -6.509, 2.009)  0.08
H (-2.966, -5.837, 2.894)  0.09
H (-1.871, -7.013, 3.688)  0.12
C (4.069, 3.016, -0.321)  -0.14
O (4.393, 4.053, 0.516)  -0.18
C (5.648, 3.924, 1.118)  -0.23
C (5.619, 4.529, 2.511)  -0.21
N (5.282, 5.941, 2.439)  -0.05
C (5.243, 6.524, 3.729)  -0.27
C (4.693, 7.895, 3.704)  -0.21
O (3.324, 7.733, 3.304)  -0.23
C (2.618, 8.945, 3.056)  -0.10
H (4.359, 2.035, 0.093)  0.09
H (4.601, 3.086, -1.285)  0.10
H (3.000, 3.050, -0.488)  0.07
H (6.525, 4.321, 0.588)  0.13
H (5.803, 2.836, 1.266)  0.12
H (6.625, 4.391, 2.910)  0.12
H (4.863, 4.009, 3.128)  0.12
H (4.357, 6.021, 2.027)  0.11
H (6.220, 6.478, 4.231)  0.13
H (4.632, 5.932, 4.460)  0.12
H (5.179, 8.493, 2.918)  0.13
H (4.801, 8.365, 4.694)  0.13
H (1.601, 8.692, 2.775)  0.08
H (3.084, 9.543, 2.261)  0.09
H (2.596, 9.555, 3.978)  0.09
C (-1.088, -2.857, 1.091)  -0.11
O (-0.329, -1.739, 1.432)  -0.23
C (0.297, -1.186, 0.322)  -0.24
C (0.989, 0.041, 0.755)  -0.20
N (0.054, 1.092, 1.179)  -0.02
C (0.778, 2.052, 1.941)  -0.23
C (-0.135, 2.945, 2.731)  -0.18
O (-0.824, 2.044, 3.589)  -0.22
C (-1.752, 2.650, 4.399)  -0.11
H (-0.400, -3.698, 0.996)  0.06
H (-1.494, -2.662, 0.089)  0.09
H (-1.916, -2.973, 1.774)  0.09
H (-0.400, -0.958, -0.500)  0.13
H (1.046, -1.898, -0.070)  0.12
H (1.572, 0.438, -0.096)  0.13
H (1.752, -0.204, 1.523)  0.12
H (-0.644, 0.673, 1.798)  0.10
H (1.442, 2.667, 1.320)  0.12
H (1.406, 1.520, 2.683)  0.11
H (-0.905, 3.401, 2.067)  0.13
H (0.292, 3.800, 3.269)  0.11
H (-2.714, 2.685, 3.860)  0.09
H (-1.472, 3.652, 4.703)  0.07
H (-1.957, 1.997, 5.246)  0.09
O (4.764, -3.148, 2.132)  0.23
C (3.721, -3.555, 2.061)  -0.65
O (3.313, -4.699, 2.654)  0.07
C (1.996, -5.056, 2.169)  -0.07
C (1.503, -3.749, 1.490)  -0.12
O (2.720, -2.959, 1.380)  0.05
H (2.060, -5.934, 1.522)  0.13
H (1.359, -5.311, 3.013)  0.11
H (0.803, -3.222, 2.141)  0.10
H (1.077, -3.880, 0.501)  0.10
O (-1.322, 5.225, 7.014)  0.21
C (-0.274, 5.451, 6.595)  -0.61
O (0.008, 5.564, 5.257)  0.02
C (1.333, 6.120, 5.139)  -0.12
C (1.954, 5.555, 6.404)  -0.09
O (0.833, 5.673, 7.331)  0.06
H (1.807, 5.689, 4.260)  0.12
H (1.280, 7.202, 5.085)  0.12
H (2.813, 6.060, 6.837)  0.13
H (2.248, 4.502, 6.287)  0.14

Its orbital gap is 8.195 eV. The SMILES is CC1(C)CCCC(C)(C)N1O.CC1(C)CCCC(C)(C)N1O.COCCNCCOC.COCCNCCOC.COCCNCCOC.COCCNCCOC.COCCNCCOC.O=C1OCCO1.O=C1OCCO1.

no.,lowest unoccupied orbital energy (eV),HOMO (eV)
1,-7.516,-12.542
2,0.391,-7.804